(A)
ORCA calculation (wB97M-V/def2-TZVPD) on a molecular structure, C27H44BiN3S2Si2.

The geometry in ORCA input format:
```
! RIJCOSX wB97M-V def2-TZVPD def2/J DEFGRID3
* xyz 0 1
Bi 0.378 -0.595 -0.357
C -2.145 -4.061 -1.264
C -0.728 -4.138 -1.731
N 0.230 -3.284 -1.462
C 1.439 -3.664 -2.030
C 1.351 -4.819 -2.758
S -0.217 -5.510 -2.719
C 2.706 -2.954 -1.981
C 3.765 -3.379 -2.726
S 5.133 -2.377 -2.542
C 4.149 -1.356 -1.462
N 2.945 -1.821 -1.221
C 4.698 -0.108 -0.855
H -2.299 -3.155 -0.680
H -2.382 -4.943 -0.598
H -2.843 -4.085 -2.109
H 2.150 -5.306 -3.272
H 3.806 -4.312 -3.267
H 5.783 -0.051 -1.031
H 4.475 -0.098 0.255
H 4.202 0.777 -1.337
C -3.428 -0.297 -1.304
C -3.812 1.125 -1.013
C -4.245 1.543 0.394
C -2.803 2.102 -1.652
C -3.285 3.216 -2.350
C -2.413 4.001 -3.095
C -1.023 3.800 -3.054
C -0.439 2.792 -2.320
C 1.085 2.772 -2.233
C 1.567 3.637 -1.076
C 1.714 3.128 -3.580
C -1.327 1.898 -1.467
N -0.909 1.280 -0.426
H -4.233 -1.000 -0.973
H -2.536 -0.621 -0.763
H -3.248 -0.461 -2.390
H -4.726 1.275 -1.621
H -3.441 1.493 1.146
H -5.064 0.875 0.744
H -4.633 2.579 0.404
H -4.344 3.473 -2.288
H -2.816 4.788 -3.690
H -0.383 4.475 -3.586
H 1.370 1.725 -1.989
H 1.412 4.720 -1.238
H 2.656 3.433 -0.934
H 1.049 3.345 -0.156
H 1.659 4.200 -3.850
H 1.221 2.547 -4.379
H 2.777 2.810 -3.586
C -0.580 -1.953 4.644
Si -0.402 -1.865 2.772
C 0.026 -3.582 2.113
C -2.175 -1.444 2.235
C 0.848 -0.615 2.035
Si 1.071 1.010 3.034
C 2.551 1.898 2.241
C 1.436 0.673 4.902
C -0.445 2.194 2.947
H -1.146 -2.909 4.890
H -1.160 -1.123 5.085
H 0.355 -2.016 5.253
H -0.827 -4.265 2.267
H 0.921 -4.015 2.603
H 0.250 -3.591 1.024
H -2.771 -2.387 2.383
H -2.290 -1.108 1.175
H -2.601 -0.633 2.894
H 1.853 -1.051 2.053
H 3.482 1.363 2.537
H 2.675 2.919 2.665
H 2.511 1.972 1.137
H 1.977 -0.302 5.058
H 0.547 0.667 5.538
H 2.129 1.492 5.246
H -0.733 2.330 1.875
H -0.201 3.176 3.363
H -1.300 1.750 3.504
*
```

Results
Highest occupied orbital energy (alpha / beta) in eV: -5.827 / -5.909

(B)
ORCA calculation (wB97M-V/def2-TZVPD) on a molecular structure, C27H44BiN3S2Si2.

The geometry in ORCA input format:
```
! RIJCOSX wB97M-V def2-TZVPD def2/J DEFGRID3
* xyz 0 1
Bi -0.135 0.633 -0.344
C -1.960 -0.320 4.264
C -1.032 0.836 4.049
N -0.943 1.422 2.866
C 0.011 2.423 2.970
C 0.616 2.572 4.264
S -0.073 1.487 5.378
C 0.433 3.327 1.946
C 1.481 4.270 1.981
S 1.483 5.296 0.627
C 0.210 4.290 -0.075
N -0.282 3.375 0.757
C -0.372 4.411 -1.416
H -2.456 -0.164 5.226
H -1.434 -1.250 4.411
H -2.569 -0.462 3.259
H 1.281 3.362 4.684
H 2.147 4.384 2.891
H -0.511 5.495 -1.567
H -1.310 3.827 -1.413
H 0.426 4.093 -2.141
C 3.622 -1.529 -3.605
C 3.805 -0.440 -2.476
C 2.763 0.661 -2.738
C 3.847 -1.159 -1.144
C 4.716 -2.211 -0.838
C 4.705 -2.769 0.465
C 3.905 -2.154 1.444
C 2.935 -1.242 1.116
C 1.919 -0.809 2.130
C 2.542 -0.493 3.524
C 0.840 -1.836 2.378
C 2.719 -0.947 -0.286
N 1.488 -0.898 -0.668
H 3.979 -1.088 -4.567
H 2.548 -1.713 -3.565
H 4.160 -2.431 -3.339
H 4.894 -0.055 -2.632
H 1.719 0.400 -2.795
H 3.150 1.149 -3.621
H 2.831 1.532 -2.089
H 5.405 -2.520 -1.648
H 5.398 -3.612 0.691
H 3.928 -2.302 2.514
H 1.453 0.105 1.824
H 2.460 -1.371 4.191
H 2.109 0.332 4.087
H 3.632 -0.363 3.541
H 1.162 -2.789 2.871
H 0.250 -2.067 1.426
H 0.115 -1.404 3.007
C -3.734 -2.864 -1.832
Si -2.053 -2.055 -1.618
C -0.911 -3.273 -0.817
C -1.418 -1.670 -3.362
C -2.157 -0.475 -0.498
Si -3.521 0.800 -0.945
C -3.401 2.455 -0.112
C -5.217 0.009 -0.590
C -3.494 1.180 -2.831
H -3.623 -3.947 -2.204
H -4.512 -2.541 -2.564
H -4.233 -2.867 -0.883
H -0.982 -4.259 -1.292
H -1.159 -3.430 0.205
H 0.142 -2.912 -0.828
H -0.332 -1.589 -3.444
H -1.799 -0.619 -3.574
H -1.732 -2.304 -4.171
H -2.311 -0.854 0.570
H -3.591 3.254 -0.858
H -2.422 2.679 0.397
H -4.268 2.496 0.540
H -5.123 -0.790 0.161
H -5.700 -0.459 -1.499
H -5.885 0.784 -0.184
H -2.475 1.490 -3.146
H -4.202 2.042 -2.958
H -3.894 0.432 -3.473
*
```

Results
Highest occupied orbital energy (alpha / beta) in eV: -6.676 / -6.213

The winner here is (A), beating the second structure by 1.638 eV.

(A)
ORCA calculation (wB97M-V/def2-TZVPD) on 2 unconnected molecules or ions with the total composition C3H7N4.

The geometry in ORCA input format:
```
! RIJCOSX wB97M-V def2-TZVPD def2/J DEFGRID3
* xyz 1 1
C -1.910 -0.322 -0.080
C 0.796 -0.464 0.023
C -0.986 0.572 0.531
N -2.674 -1.027 -0.555
N 0.946 -1.598 0.647
N -0.913 1.831 0.070
N 1.541 -0.065 -0.965
H -0.860 0.454 1.604
H 0.295 -1.892 1.358
H 1.673 -2.270 0.409
H -0.398 2.530 0.582
H -1.188 2.057 -0.873
H 1.370 0.818 -1.420
H 2.307 -0.625 -1.330
*
```

Results
Highest occupied orbital energy in eV: -14.242

(B)
ORCA calculation (wB97M-V/def2-TZVPD) on 2 unconnected molecules or ions with the total composition C3H7N4.

The geometry in ORCA input format:
```
! RIJCOSX wB97M-V def2-TZVPD def2/J DEFGRID3
* xyz 1 1
C 3.356 -0.595 0.382
C 2.031 -1.021 0.358
C -0.099 0.515 -0.212
N 3.411 0.709 0.072
N 2.194 1.034 -0.123
N 1.277 0.086 0.073
N -0.966 -0.405 -0.004
H 4.124 -1.079 0.807
H 1.512 -2.035 0.565
H 1.633 2.027 2.680
H 1.065 1.949 2.186
H 1.988 1.989 -0.167
H -0.702 -1.435 0.310
H -1.929 -0.234 -0.128
*
```

Results
Highest occupied orbital energy in eV: -14.636

The winner here is (A), beating the second structure by 3.161 eV.

(A)
ORCA calculation (wB97M-V/def2-TZVPD) on 2 unconnected molecules or ions with the total composition C2H7NO3.

The geometry in ORCA input format:
```
! RIJCOSX wB97M-V def2-TZVPD def2/J DEFGRID3
* xyz 0 1
O -0.659 -2.070 0.708
C -0.563 -1.429 -0.316
N -0.648 -0.079 -0.543
C -0.977 0.833 0.559
O -0.608 2.099 0.209
H -0.121 -1.873 -1.164
H -0.825 0.285 -1.455
H -2.032 1.127 0.930
H -0.284 0.428 1.337
H 0.138 2.138 -0.459
O 2.786 0.255 -0.446
H 2.358 -0.480 -0.799
H 2.593 0.717 0.368
*
```

Results
Highest occupied orbital energy in eV: -10.183
Structure (SMILES): O=CNCO.O

(B)
ORCA calculation (wB97M-V/def2-TZVPD) on 2 unconnected molecules or ions with the total composition C2H7NO3.

The geometry in ORCA input format:
```
! RIJCOSX wB97M-V def2-TZVPD def2/J DEFGRID3
* xyz 0 1
O 0.548 -2.110 0.862
C 1.438 -1.429 1.232
O 1.452 -0.070 1.208
H 2.303 -2.095 1.762
H 1.141 0.217 0.298
N -0.066 -0.022 -0.853
C -1.276 0.785 -0.461
O -1.333 2.241 -0.361
H -0.068 -0.873 -0.341
H -0.011 -0.049 -1.874
H -1.988 0.475 -1.322
H -1.700 0.333 0.476
H -0.440 2.598 -0.626
*
```

Results
Highest occupied orbital energy in eV: -10.088
Structure (SMILES): O=CO.NCO

The winner here is (A), beating the second structure by 0.086 eV.